--- one ---
# C3H12N3O2

A 2-piece molecular cluster, C3H12N3O2 overall (the ωB97M-V functional and the def2-TZVPD basis, OMol25).

- Kohn-Sham gap (Eh) = 0.356
- HOMO energy (eV) = -13.518
- total charge = +1
- lowest unoccupied orbital energy (eV) = -3.84

```
20
C3H12N3O2, DFT the ωB97M-V functional and the def2-TZVPD basis
C -1.18089 -1.41040 1.20924
N -1.83066 -1.30109 -0.10876
C -0.24701 -0.22967 1.30641
N 0.35846 -0.13515 2.70967
H -0.62338 -2.34749 1.23247
H -1.89590 -1.40849 2.04147
H -2.38736 -2.12764 -0.30048
H -2.49847 -0.53726 -0.08207
H -0.75259 0.71245 1.11347
H 0.60280 -0.29907 0.63796
H 1.19264 0.45308 2.67345
H -0.31651 0.28903 3.34161
H 0.59458 -1.05311 3.08826
N 0.37461 -0.17345 -2.17774
C 0.94485 0.85825 -1.43320
O 0.01648 1.81664 -1.13246
O 2.07416 0.93143 -1.05129
H -0.35664 -0.63671 -1.62952
H 1.06871 -0.85425 -2.39594
H -0.70971 1.68488 -1.77716
```

--- two ---
# C3H12N3O2

A 2-piece molecular cluster, C3H12N3O2 overall (the ωB97M-V functional and the def2-TZVPD basis, OMol25).

- Kohn-Sham gap (alpha / beta) (Eh) = 0.274 / 0.274
- HOMO energy (alpha / beta) (eV) = -12.955 / -12.955
- total charge = +1
- lowest unoccupied orbital energy (alpha / beta) (eV) = -5.49 / -5.49

```
20
C3H12N3O2, DFT the ωB97M-V functional and the def2-TZVPD basis
C -2.84955 -0.46289 0.14094
C 2.49790 1.28506 0.54337
C -1.16201 1.31851 0.35200
N 0.36594 -1.36304 0.88025
N 0.24970 -0.86416 -1.32825
N 0.77547 -0.40703 -0.02631
O -1.80800 0.48204 -0.39335
O 2.14448 -0.06108 0.07126
H -3.71643 0.18383 0.22240
H -2.39526 -0.94944 1.06268
H -3.02153 -1.22659 -0.65510
H 3.51062 1.19145 0.73586
H 1.91283 1.55500 1.50282
H 2.34395 2.06430 -0.14670
H -0.78408 2.19783 -0.25728
H -1.25004 1.38315 1.46837
H 1.07004 -1.98824 1.23660
H -0.11948 -0.97454 1.71023
H 0.57256 -1.72446 -1.91173
H 0.05235 -0.02096 -1.91305
```

The most stable of them is one.

--- one ---
# C6H10O2

C6H10O2 in the gas phase (the ωB97M-V functional and the def2-TZVPD basis, OMol25).

- Kohn-Sham gap (Eh) = 0.339
- HOMO energy (eV) = -8.563
- SMILES = C/C(=C\O)[C@@H](C)C=O
- lowest unoccupied orbital energy (eV) = 0.65

```
18
C6H10O2, DFT the ωB97M-V functional and the def2-TZVPD basis
C 1.43559 1.01387 0.84216
C 0.51385 0.00573 0.20525
C 0.92744 -1.22048 -0.12916
O 2.17830 -1.70116 0.05499
C -0.82995 0.50614 -0.32081
C -1.42422 -0.19234 -1.53244
C -1.56880 0.14998 0.97672
O -2.37843 -0.73469 1.08186
H 2.28438 1.24184 0.19332
H 0.91084 1.94577 1.03481
H 1.82287 0.64235 1.79290
H 0.27677 -1.97413 -0.54267
H 2.73112 -1.03290 0.47966
H -0.77061 1.58842 -0.46151
H -1.74602 -1.19832 -1.27612
H -2.30394 0.35540 -1.86514
H -0.70316 -0.24272 -2.34488
H -1.35602 0.84727 1.81104
```

--- two ---
# C6H10O2

C6H10O2 as an isolated structure (the ωB97M-V functional and the def2-TZVPD basis, OMol25).

- Kohn-Sham gap (Eh) = 0.312
- HOMO energy (eV) = -8.100
- lowest unoccupied orbital energy (eV) = 0.38

```
18
C6H10O2, DFT the ωB97M-V functional and the def2-TZVPD basis
C -1.55275 -0.33231 -0.41944
C -0.68764 -1.34435 0.48364
C 0.73202 -0.70879 0.17310
C 1.69298 0.43488 0.57096
C 0.39985 0.79345 0.10407
C -0.51287 0.59063 -1.10683
H -3.03180 0.85643 0.14099
H -2.03995 -0.99859 -1.08218
H -1.19569 -1.29555 1.55075
H -0.88332 -2.32034 0.08548
H 1.34499 -1.03982 -0.74681
H 1.75162 0.62614 1.69778
H 2.72165 1.17332 -1.05016
H -0.11681 1.03818 1.01477
H 0.19425 -0.16772 -1.93109
H -1.11784 1.44193 -1.74700
O -2.47782 0.24133 0.62134
O 2.72074 0.26929 -0.21703
```

--- three ---
# C6H10O2

C6H10O2 in the gas phase (the ωB97M-V functional and the def2-TZVPD basis, OMol25).

- Kohn-Sham gap (Eh) = 0.288
- HOMO energy (eV) = -7.421
- lowest unoccupied orbital energy (eV) = 0.41

```
18
C6H10O2, DFT the ωB97M-V functional and the def2-TZVPD basis
C 0.90672 0.64136 -0.38629
C -0.62146 -0.28472 0.87345
C 1.55712 1.60979 0.54609
C -1.91668 0.09849 0.18442
O 0.64633 1.19354 -1.59529
O -0.04144 -2.83886 -0.56373
C 0.67972 -0.69130 -0.18882
C 0.75572 -1.80166 -0.95368
H 0.41817 0.45914 -2.19387
H 0.22896 -3.62008 -1.05757
H -0.68602 -1.30089 1.26813
H -0.36696 0.37832 1.69942
H 2.39576 2.08851 0.02870
H 0.85248 2.39144 0.84237
H 1.94469 1.10703 1.43599
H -2.73342 0.08635 0.90923
H -1.86739 1.09934 -0.24530
H -2.15230 -0.61581 -0.60324
```

The most stable of them is one.

--- one ---
# C4H10N2OS

A 2-piece molecular cluster, C4H10N2OS overall (the ωB97M-V functional and the def2-TZVPD basis, OMol25).

- Kohn-Sham gap (Eh) = 0.317
- HOMO energy (eV) = -8.181
- SMILES = [H]/N=N\C.OSC1CC1
- lowest unoccupied orbital energy (eV) = 0.44

```
18
C4H10N2OS, DFT the ωB97M-V functional and the def2-TZVPD basis
H -1.30258 -3.39457 -1.31322
N -1.13548 -2.39004 -1.49516
N -0.03602 -1.94733 -1.06561
C 0.74928 -2.79315 -0.32694
H 0.32904 -3.74389 0.05079
H 1.73221 -2.80728 -0.89215
H 1.01383 -2.17829 0.57004
O -1.66155 0.00169 0.80965
S -0.41144 0.12348 1.93705
C 0.15169 1.85272 1.64933
C 0.14313 2.41033 0.18230
C -0.89658 2.85516 1.11013
H -1.25283 -0.41785 -0.06270
H 0.88631 2.03677 2.39291
H -0.22799 1.72561 -0.63103
H 0.87417 3.08168 -0.03533
H -0.78077 3.85528 1.34900
H -1.82649 2.38506 1.03173
```

--- two ---
# C4H10N2OS

C4H10N2OS in the gas phase (the ωB97M-V functional and the def2-TZVPD basis, OMol25).

- Kohn-Sham gap (Eh) = 0.194
- HOMO energy (eV) = -8.443
- lowest unoccupied orbital energy (eV) = -3.17

```
18
C4H10N2OS, DFT the ωB97M-V functional and the def2-TZVPD basis
O 0.20348 0.04434 1.25145
C 0.38203 0.07932 -0.14356
N 1.61973 -0.28297 -0.62448
C 2.09897 -1.54755 -0.10281
N 2.47048 -1.48974 1.30483
C -0.03472 1.52437 -0.68457
C -1.47076 1.23999 -1.12268
S -2.43005 0.20087 -0.03048
H -0.39310 -0.54785 -0.67839
H 3.03239 -1.72822 -0.63058
H 1.31403 -2.28677 -0.30859
H 3.44834 -1.54656 1.48644
H 1.73819 -1.20002 1.92270
H 0.45913 1.65502 -1.65223
H 0.20140 2.35033 -0.02327
H -2.02584 2.14416 -1.39451
H -1.31906 0.70244 -2.07301
H -0.76276 0.20126 1.31262
```

--- three ---
# C4H10N2OS

C4H10N2OS in the gas phase (the ωB97M-V functional and the def2-TZVPD basis, OMol25).

- Kohn-Sham gap (Eh) = 0.368
- HOMO energy (eV) = -9.257
- SMILES = C/N=C(\NO)[C@@H](C)S
- lowest unoccupied orbital energy (eV) = 0.74

```
18
C4H10N2OS, DFT the ωB97M-V functional and the def2-TZVPD basis
C 2.36650 -0.52070 -0.68653
N 0.93364 -0.68003 -0.85185
C 0.09469 0.02761 -0.24490
N 0.33660 1.05111 0.67532
O 1.30190 1.97972 0.24388
C -1.35413 -0.39805 -0.30890
C -1.85954 -1.01966 1.01141
S -2.50372 0.95027 -0.78641
H 2.82442 -1.43592 -1.06751
H 2.73772 0.29084 -1.29617
H 2.67002 -0.39134 0.35753
H -0.48906 1.61428 0.85946
H 1.96222 1.99321 0.96705
H -1.33645 -1.15949 -1.08907
H -2.83028 -1.46728 0.81231
H -1.97041 -0.32991 1.85259
H -1.19280 -1.87997 1.32295
H -1.69131 1.37530 -1.77118
```

The most stable of them is three.

--- one ---
# C4H7N2OP

C4H7N2OP in the gas phase (the ωB97M-V functional and the def2-TZVPD basis, OMol25).

- Kohn-Sham gap (Eh) = 0.300
- HOMO energy (eV) = -9.171
- SMILES = N[P@]1(=O)CC=CC=N1
- lowest unoccupied orbital energy (eV) = -1.01

```
15
C4H7N2OP, DFT the ωB97M-V functional and the def2-TZVPD basis
N 0.66073 -1.39692 -1.76417
P 1.27384 -0.08626 -0.19814
O 2.72113 -0.36059 -0.19777
C 0.30760 -0.62492 1.45791
C -1.13743 -0.30565 1.08167
C -1.46494 0.83943 0.40248
C -0.56989 1.70607 -0.25460
N 0.60614 1.39733 -0.66017
H 1.57556 -1.70567 -2.06573
H 0.30681 -0.75025 -2.51225
H 0.84536 0.06212 2.21523
H 0.17061 -1.66739 1.56568
H -1.87059 -0.96079 1.52311
H -2.54796 1.17807 0.12494
H -0.87698 2.67542 -0.71817
```

--- two ---
# C4H7N2OP

C4H7N2OP as an isolated structure (the ωB97M-V functional and the def2-TZVPD basis, OMol25).

- Kohn-Sham gap (Eh) = 0.352
- HOMO energy (eV) = -8.982
- lowest unoccupied orbital energy (eV) = 0.59

```
15
C4H7N2OP, DFT the ωB97M-V functional and the def2-TZVPD basis
C -1.14965 1.01792 0.82902
C -0.12202 1.63276 0.22932
C -0.77648 -1.37818 0.06721
C -1.54257 -0.39858 0.90433
N 0.44640 -1.33157 -0.22912
N 2.12808 -0.10940 -1.68193
O 2.51637 -0.11739 0.93584
P 1.47761 -0.04077 -0.14112
H -1.95789 1.57861 1.18237
H -0.12585 2.69163 -0.03612
H -1.30844 -2.32569 -0.31496
H -1.45176 -0.85806 1.94953
H -2.72352 -0.46909 0.72387
H 2.92565 0.44662 -1.82024
H 1.66407 -0.33882 -2.59802
```

The most stable of them is two.

--- one ---
# C27H25N3O3

C27H25N3O3 in the gas phase (the ωB97M-V functional and the def2-TZVPD basis, OMol25).

- Kohn-Sham gap (Eh) = 0.285
- HOMO energy (eV) = -8.614
- SMILES = O=C(/C=C/c1ccccc1)N1CCN(CCN2C(=O)c3cccc4cccc(c34)C2=O)CC1
- lowest unoccupied orbital energy (eV) = -0.86

```
58
C27H25N3O3, DFT the ωB97M-V functional and the def2-TZVPD basis
O 3.05808 -3.11890 -1.17407
C 2.90339 -1.93124 -0.94346
C 4.03228 -0.98213 -1.14355
C 4.60277 -0.29600 -0.15224
C 5.78693 0.54635 -0.24090
C 6.19103 1.25656 0.89178
C 7.30412 2.07398 0.86016
C 8.04023 2.19885 -0.30620
C 7.65332 1.49905 -1.43802
C 6.54046 0.68180 -1.40820
N 1.72646 -1.42944 -0.50579
C 1.40346 -0.04599 -0.27146
C 1.00853 0.15004 1.19414
N -0.12316 -0.70371 1.49588
C -0.70364 -0.44340 2.79903
C -2.17581 -0.87405 2.84302
N -2.87704 -0.37986 1.66739
C -3.12167 -1.28378 0.64670
O -2.86518 -2.46400 0.77754
C -3.72497 -0.73816 -0.58026
C -3.97096 -1.57114 -1.65192
C -4.55516 -1.06913 -2.81880
C -4.89552 0.25548 -2.91186
C -4.65903 1.13885 -1.83774
C -4.99668 2.50762 -1.88555
C -4.74879 3.32928 -0.81668
C -4.15092 2.82485 0.34223
C -3.80838 1.49152 0.42691
C -4.05982 0.62854 -0.65861
C -3.16577 0.97358 1.64623
O -2.90027 1.67829 2.59974
C 0.23230 -2.09844 1.29158
C 0.63362 -2.31379 -0.16542
H 4.46043 -1.01231 -2.13495
H 4.16240 -0.34851 0.83708
H 5.62128 1.16311 1.80596
H 7.60041 2.61430 1.74748
H 8.91207 2.83545 -0.33313
H 8.22632 1.59038 -2.34931
H 6.25898 0.13859 -2.29693
H 0.54239 0.22034 -0.89842
H 2.24697 0.59204 -0.53424
H 1.87680 -0.07615 1.84039
H 0.71996 1.19157 1.35435
H -0.66377 0.63328 2.97767
H -0.16055 -0.94966 3.61428
H -2.64619 -0.45150 3.73313
H -2.27718 -1.95898 2.84757
H -3.70648 -2.61468 -1.56975
H -4.73939 -1.73651 -3.64711
H -5.35195 0.64278 -3.81134
H -5.45676 2.89756 -2.78204
H -5.01289 4.37504 -0.86328
H -3.94900 3.46747 1.18594
H 1.06482 -2.40070 1.95240
H -0.63467 -2.72222 1.50630
H -0.22527 -2.09738 -0.81018
H 0.96398 -3.33997 -0.33014
```

--- two ---
# C27H25N3O3

A 2-piece molecular cluster, C27H25N3O3 overall (the ωB97M-V functional and the def2-TZVPD basis, OMol25).

- Kohn-Sham gap (Eh) = 0.141
- HOMO energy (eV) = -5.922
- lowest unoccupied orbital energy (eV) = -2.09

```
58
C27H25N3O3, DFT the ωB97M-V functional and the def2-TZVPD basis
C -1.94141 2.17706 -2.99065
C -2.83558 2.02412 -4.00351
C -2.53614 1.22151 -5.09931
N -3.51455 1.03730 -6.14584
O -3.22110 0.31071 -7.10270
O -4.60446 1.61246 -6.03763
C -1.30455 0.57980 -5.18078
C -0.38638 0.71173 -4.18609
C -0.67299 1.52124 -3.04373
O 0.14882 1.65410 -2.13170
H -2.15869 2.78997 -2.13071
H -3.79110 2.52199 -3.97230
H -1.09263 -0.02469 -6.04752
H 0.57136 0.21858 -4.23038
C -1.93851 -2.53859 -0.98450
C -1.77365 -1.62909 0.17026
N -2.82919 -1.15902 0.91730
C -4.23640 -1.47036 0.68798
C -2.35155 -0.34318 1.94999
C -0.94826 -0.32938 1.86207
C -0.20797 0.34756 2.83920
C -0.86671 1.05839 3.81108
C -2.26355 1.08699 3.85706
C -3.01251 0.37838 2.94954
C -0.57417 -1.11266 0.70122
C 0.72973 -1.40440 0.23060
C 1.96830 -0.85508 0.70360
C 3.13193 -1.58824 1.01563
C 3.29236 -3.05001 0.93684
N 4.07064 -0.74658 1.56984
C 5.37044 -1.15854 2.10719
C 3.55537 0.55623 1.59282
C 2.27095 0.52250 1.02199
C 1.54883 1.70887 0.84748
C 2.09087 2.88689 1.30013
C 3.35053 2.91040 1.90834
C 4.09351 1.76267 2.04817
H -0.98426 -2.81004 -1.43247
H -2.43438 -3.46083 -0.67989
H -2.54737 -2.07241 -1.75939
H -4.86560 -0.96697 1.41896
H -4.52355 -1.13791 -0.30796
H -4.40068 -2.54406 0.77028
H 0.86494 0.30343 2.82388
H -0.29659 1.60784 4.54201
H -2.75498 1.68158 4.60926
H -4.08712 0.38723 2.99527
H 0.80376 -2.18988 -0.50182
H 2.40796 -3.52624 0.51686
H 4.14821 -3.31422 0.31711
H 3.45258 -3.46197 1.93227
H 5.92770 -0.30335 2.48421
H 5.22817 -1.86257 2.92593
H 5.96279 -1.63863 1.32939
H 0.59339 1.68372 0.35497
H 1.54257 3.80686 1.18027
H 3.75456 3.84727 2.25520
H 5.07631 1.78151 2.48465
```

The most stable of them is one.